one) {"formula": "C3H2N3O2", "method": "the ωB97M-V functional and the def2-TZVPD basis", "lumo_energy_ev": 4.175, "charge": -1, "orbital_gap_ev": 8.39, "symbols": ["C", "C", "C", "N", "N", "N", "O", "O", "H", "H"], "coordinates": [[1.612, -1.117, -0.264], [0.029, 0.170, -0.319], [-1.715, 1.572, -0.410], [1.133, -0.118, -0.976], [0.968, -1.481, 0.840], [-0.043, -0.565, 0.795], [-1.888, 2.001, 0.700], [-2.161, 1.547, -1.525], [2.665, -1.628, -0.397], [-0.601, -0.382, 1.555]], "lowdin_charge": [-0.3811, -0.2249, -0.5715, 0.0191, -0.0114, -0.0415, 0.0069, 0.0146, 0.1040, 0.0858]}

---

two) {"formula": "C3H2N3O2", "method": "the ωB97M-V functional and the def2-TZVPD basis", "lumo_energy_ev": [3.560, 3.558], "charge": -1, "orbital_gap_ev": [8.27, 8.23], "symbols": ["C", "C", "C", "N", "N", "N", "O", "O", "H", "H"], "coordinates": [[0.857, 0.387, -1.123], [1.793, -0.189, -0.076], [-2.021, -0.217, 0.891], [-0.311, 0.483, -0.624], [1.373, -0.654, 0.975], [-0.620, 0.224, 0.532], [-2.177, -0.756, 1.927], [-2.822, 0.061, -0.011], [1.148, 1.036, -2.078], [2.780, -0.374, -0.413]], "lowdin_charge": [-0.1761, -0.3676, -0.8102, -0.0483, 0.1309, 0.1244, 0.0211, -0.0543, 0.1155, 0.0646]}

---

The structure with the most favorable energy is one); the runner-up is 247.9 kJ/mol above it.

---

one) {"formula": "C2H3ClO3P", "method": "the ωB97M-V functional and the def2-TZVPD basis", "lumo_energy_ev": [3.496, 3.496], "charge": -1, "orbital_gap_ev": [7.54, 7.53], "symbols": ["C", "C", "O", "O", "O", "P", "Cl", "H", "H", "H"], "coordinates": [[1.642, -0.710, 0.385], [0.190, -0.807, 0.316], [-0.702, 2.482, -0.657], [-2.055, 0.558, -1.721], [1.016, -1.616, 1.259], [-1.442, 1.212, -0.557], [-2.797, 1.328, 0.957], [2.271, -1.155, -0.387], [2.088, 0.154, 0.873], [-0.211, -1.445, -0.469]], "lowdin_charge": [-0.3031, -0.1821, -0.4328, -0.4281, -0.1522, 0.0746, 0.2177, 0.0865, 0.0869, 0.0326]}

---

two) {"formula": "C2H3ClO3P", "method": "the ωB97M-V functional and the def2-TZVPD basis", "lumo_energy_ev": 3.819, "charge": -1, "orbital_gap_ev": 9.54, "smiles": "O=[P@]([O-])(Cl)[C@H]1CO1", "symbols": ["O", "P", "O", "Cl", "C", "C", "O", "H", "H", "H"], "coordinates": [[-3.444, -1.402, -0.902], [-2.563, -0.714, 0.100], [-2.540, -0.944, 1.533], [-2.708, 1.457, -0.112], [-0.842, -0.305, -0.616], [0.299, -0.052, 0.254], [0.281, -1.227, -0.486], [-0.788, 0.076, -1.577], [0.834, 0.771, -0.048], [0.132, -0.108, 1.370]], "lowdin_charge": [-0.4189, 0.1445, -0.3905, 0.1519, -0.4268, -0.2372, -0.0882, 0.0684, 0.0693, 0.1275]}

---

three) {"formula": "C2H3ClO3P", "method": "the ωB97M-V functional and the def2-TZVPD basis", "lumo_energy_ev": 3.823, "charge": -1, "orbital_gap_ev": 9.20, "symbols": ["C", "C", "O", "O", "O", "P", "Cl", "H", "H", "H"], "coordinates": [[0.426, -2.093, 0.198], [0.967, -1.245, 0.854], [-1.541, 2.572, -0.059], [-1.086, 0.298, -1.145], [-0.104, 0.742, 1.128], [-0.609, 1.434, -0.086], [1.094, 2.096, -1.109], [-0.211, -2.686, -0.393], [-0.557, -0.438, -0.834], [1.621, -0.679, 1.446]], "lowdin_charge": [-0.0199, -0.0458, -0.3919, -0.2323, -0.4239, -0.0928, 0.1915, 0.0120, -0.0290, 0.0320]}

---

four) {"formula": "C2H3ClO3P", "method": "the ωB97M-V functional and the def2-TZVPD basis", "lumo_energy_ev": 3.806, "charge": -1, "orbital_gap_ev": 9.40, "smiles": "O=[P@]([O-])(Cl)[C@H]1CO1", "symbols": ["O", "P", "O", "Cl", "C", "C", "O", "H", "H", "H"], "coordinates": [[1.812, 2.111, 0.400], [0.619, 1.384, -0.164], [0.148, 1.567, -1.525], [-1.139, 1.952, 0.953], [0.319, -0.459, 0.342], [-0.645, -1.360, -0.341], [0.707, -1.727, -0.216], [0.411, -0.396, 1.459], [-1.403, -1.920, 0.419], [-0.829, -1.151, -1.329]], "lowdin_charge": [-0.4319, 0.0967, -0.4253, 0.1427, -0.3970, -0.1893, -0.1061, 0.0905, 0.1493, 0.0703]}

---

The structure with the most favorable energy is three); the runner-up is 31.8 kJ/mol above it.

---

one) {"formula": "C4H11NO3", "method": "the ωB97M-V functional and the def2-TZVPD basis", "lumo_energy_ev": 0.768, "orbital_gap_ev": 10.40, "smiles": "COC(C)=O.NCO", "symbols": ["C", "O", "C", "C", "O", "H", "H", "H", "H", "H", "H", "N", "C", "O", "H", "H", "H", "H", "H"], "coordinates": [[-2.047, 0.444, -0.466], [-0.801, 0.066, -1.059], [0.451, 0.893, -1.031], [0.336, 2.156, -0.237], [1.325, 0.646, -1.830], [-2.665, 0.988, -1.186], [-1.919, 1.023, 0.452], [-2.560, -0.482, -0.188], [-0.430, 2.802, -0.671], [0.116, 1.922, 0.805], [1.287, 2.692, -0.294], [0.815, -2.345, 0.107], [1.029, -1.149, 0.880], [0.631, -1.382, 2.206], [1.686, -2.600, -0.357], [0.174, -2.115, -0.655], [2.075, -0.835, 0.838], [0.188, -0.426, 0.486], [0.308, -2.299, 2.201]], "lowdin_charge": [-0.0847, -0.1761, -0.4606, 0.0033, 0.1240, 0.0916, 0.0828, 0.0947, 0.1004, 0.0896, 0.0977, 0.0355, -0.3671, -0.0829, 0.0778, 0.0683, 0.1243, 0.1009, 0.0804]}

---

two) {"formula": "C4H11NO3", "method": "the ωB97M-V functional and the def2-TZVPD basis", "lumo_energy_ev": 0.661, "orbital_gap_ev": 10.58, "smiles": "C[C@@H](O)CC(N)=O.O", "symbols": ["C", "C", "O", "C", "C", "N", "O", "H", "H", "H", "H", "H", "H", "H", "H", "H", "O", "H", "H"], "coordinates": [[-1.071, 2.314, -0.498], [-0.363, 1.097, -1.072], [0.070, 1.418, -2.391], [0.875, 0.697, -0.241], [0.660, -0.557, 0.600], [1.622, -1.498, 0.437], [-0.353, -0.702, 1.249], [-0.565, 3.221, -0.853], [-2.130, 2.336, -0.748], [-0.978, 2.416, 0.592], [-1.078, 0.271, -1.103], [-0.325, 0.874, -3.079], [1.633, 0.485, -0.999], [1.277, 1.579, 0.236], [2.443, -1.266, -0.081], [1.636, -2.383, 0.913], [-1.403, -3.610, 2.142], [-0.509, -3.928, 2.293], [-1.439, -2.763, 2.604]], "lowdin_charge": [-0.0486, -0.4203, -0.0477, -0.0682, -0.5291, 0.1688, 0.0581, 0.0859, 0.0770, 0.0829, 0.1426, 0.0929, 0.1079, 0.1224, 0.0924, 0.1057, -0.0676, 0.0196, 0.0253]}

---

three) {"formula": "C4H11NO3", "method": "the ωB97M-V functional and the def2-TZVPD basis", "lumo_energy_ev": 0.679, "orbital_gap_ev": 10.99, "smiles": "NC(=O)CCCO.O", "symbols": ["N", "C", "O", "C", "C", "C", "O", "H", "H", "H", "H", "H", "H", "H", "H", "H", "O", "H", "H"], "coordinates": [[0.049, -1.900, -1.855], [0.293, -1.168, -0.676], [0.161, -1.649, 0.425], [0.982, 0.198, -0.747], [-0.039, 1.388, -0.448], [-1.168, 0.986, 0.473], [-2.063, 2.150, 0.359], [0.403, -1.593, -2.715], [-0.247, -2.839, -1.819], [1.624, 0.161, 0.141], [1.555, 0.455, -1.559], [0.536, 2.194, 0.085], [-0.390, 1.720, -1.384], [-1.585, -0.033, 0.236], [-0.863, 0.773, 1.455], [-2.863, 1.978, 0.951], [1.082, -0.718, 2.614], [0.731, -0.750, 1.710], [1.801, -1.355, 2.755]], "lowdin_charge": [0.1842, -0.4840, 0.0323, -0.0692, -0.1412, -0.2482, -0.0965, 0.0771, 0.0879, 0.1129, 0.0791, 0.1374, 0.0930, 0.1239, 0.0913, 0.1158, -0.0902, -0.0470, 0.0415]}

---

The structure with the most favorable energy is two); the runner-up is 61.3 kJ/mol above it.

---

one) {"formula": "C2H2S2", "method": "the ωB97M-V functional and the def2-TZVPD basis", "lumo_energy_ev": [-1.780, -1.780], "orbital_gap_ev": [5.65, 5.65], "symbols": ["C", "C", "S", "S", "H", "H"], "coordinates": [[0.344, -0.391, -0.866], [-0.014, 0.224, 0.372], [0.533, -1.278, -2.106], [0.591, 1.302, 1.632], [-0.944, 0.697, 0.022], [-0.510, -0.554, 0.946]], "lowdin_charge": [-0.5548, -0.8923, 0.9203, 0.3544, 0.0906, 0.0818]}

---

two) {"formula": "C2H2S2", "method": "the ωB97M-V functional and the def2-TZVPD basis", "lumo_energy_ev": -1.569, "orbital_gap_ev": 7.43, "smiles": "S=CC=S", "symbols": ["S", "C", "C", "S", "H", "H"], "coordinates": [[0.361, 0.975, 1.770], [-0.256, 0.307, 0.624], [0.354, -0.396, -0.574], [-0.707, -0.730, -1.740], [-1.210, 0.263, 0.638], [1.459, -0.420, -0.719]], "lowdin_charge": [0.8503, -0.9154, -0.6699, 0.7293, -0.0598, 0.0655]}

---

The structure with the most favorable energy is two); the runner-up is 108.8 kJ/mol above it.

---

one) {"formula": "C3H10N3", "method": "the ωB97M-V functional and the def2-TZVPD basis", "lumo_energy_ev": -3.663, "charge": 1, "orbital_gap_ev": 10.46, "symbols": ["C", "C", "C", "N", "N", "N", "H", "H", "H", "H", "H", "H", "H", "H", "H", "H"], "coordinates": [[0.310, -0.755, -1.397], [-1.373, 2.242, 0.168], [1.176, -1.226, 1.734], [-0.114, -1.209, -0.375], [0.775, -0.575, -2.574], [-0.095, -1.318, 0.922], [-0.396, 1.916, -0.159], [-1.600, 1.540, 0.894], [-1.427, 3.318, 0.542], [-2.082, 2.116, -0.753], [1.211, -2.275, 2.108], [1.955, -0.890, 1.165], [0.956, -0.563, 2.454], [1.340, -1.315, -2.923], [0.403, 0.236, -3.035], [-1.039, -1.241, 1.228]], "lowdin_charge": [-0.0626, -0.0545, 0.0494, 0.1258, 0.2284, -0.0247, -0.0196, -0.0395, 0.0592, 0.0624, 0.1188, 0.0647, 0.0500, 0.1435, 0.1494, 0.1494]}

---

two) {"formula": "C3H10N3", "method": "the ωB97M-V functional and the def2-TZVPD basis", "lumo_energy_ev": -3.360, "charge": 1, "orbital_gap_ev": 11.29, "smiles": "CC(=[NH2+])N(C)N", "symbols": ["C", "C", "N", "N", "C", "N", "H", "H", "H", "H", "H", "H", "H", "H", "H", "H"], "coordinates": [[-0.790, -0.878, -1.337], [-0.279, -0.736, 0.045], [-0.328, -1.815, 0.797], [0.255, 0.346, 0.396], [0.501, 1.445, -0.420], [0.549, 0.484, 2.028], [0.033, -0.592, -2.011], [-1.114, -1.889, -1.707], [-1.778, -0.304, -1.531], [-0.013, -1.956, 1.844], [-0.598, -2.676, 0.419], [-0.493, 1.762, -0.932], [0.777, 2.210, 0.266], [1.335, 1.113, -1.179], [1.550, 0.725, 2.060], [-0.264, 0.895, 2.487]], "lowdin_charge": [0.0082, -0.4279, 0.1937, -0.1041, -0.0497, 0.1549, 0.0994, 0.1137, 0.1451, 0.1928, 0.0994, 0.1386, 0.0808, 0.1504, 0.1044, 0.1003]}

---

three) {"formula": "C3H10N3", "method": "the ωB97M-V functional and the def2-TZVPD basis", "lumo_energy_ev": -3.376, "charge": 1, "orbital_gap_ev": 10.61, "symbols": ["C", "C", "C", "N", "N", "N", "H", "H", "H", "H", "H", "H", "H", "H", "H", "H"], "coordinates": [[0.602, -0.843, 1.563], [-0.672, 0.305, 0.354], [-0.158, 0.391, -1.991], [-0.006, -1.428, 0.367], [-0.041, 0.468, 1.568], [0.303, 0.850, -0.703], [0.604, -1.343, 2.537], [1.764, -0.842, 1.507], [-1.632, 0.578, 0.112], [-1.083, 0.876, -2.268], [0.413, 0.605, -2.840], [-0.330, -0.645, -2.003], [-0.699, -2.164, 0.534], [-0.591, 0.747, 2.449], [0.244, 1.921, -0.681], [1.282, 0.523, -0.506]], "lowdin_charge": [-0.2804, -0.1398, -0.0425, 0.0820, -0.0161, 0.0316, 0.1183, 0.1359, 0.1292, 0.1112, 0.0931, 0.0851, 0.0949, 0.1829, 0.2202, 0.1943]}

---

four) {"formula": "C3H10N3", "method": "the ωB97M-V functional and the def2-TZVPD basis", "lumo_energy_ev": -3.597, "charge": 1, "orbital_gap_ev": 10.10, "smiles": "N[C@H]1CCN1[NH3+]", "symbols": ["N", "C", "C", "C", "N", "N", "H", "H", "H", "H", "H", "H", "H", "H", "H", "H"], "coordinates": [[-1.741, -0.541, -0.936], [-0.760, 0.187, -0.253], [-0.768, 0.233, 1.258], [0.771, 0.133, 1.339], [0.571, -0.493, -0.118], [1.543, -0.084, -1.210], [-2.640, -0.234, -0.878], [-1.599, -1.529, -0.555], [-0.615, 1.183, -0.675], [-1.307, -0.567, 1.623], [-1.101, 1.208, 1.671], [1.140, 1.095, 1.308], [1.363, -0.487, 1.933], [1.060, -0.266, -2.138], [2.297, -0.756, -1.249], [1.787, 0.917, -1.120]], "lowdin_charge": [0.0947, -0.4401, -0.0945, -0.0162, -0.0471, 0.2122, 0.0541, 0.1371, 0.1502, 0.0935, 0.1363, 0.0845, 0.0978, 0.1980, 0.1635, 0.1760]}

---

The structure with the most favorable energy is two); the runner-up is 63.1 kJ/mol above it.